85
Properties=species:S:1:pos:R:3:forces:R:3:lowdin_charge:R:1 method="wB97M-V/def2-TZVPD" homo_ha="-0.53684 / -0.53713" e_lumo_ev="-9.35 / -9.22" e_above_lowest_ev=2.194 orbital_gap_ev="5.26 / 5.39" energy_ev=-50641.0685 charge=+2
Ir 0.44668 0.24004 -0.01268 -0.7518 0.8051 -0.0805 1.735
C -3.75022 1.40910 3.25025 -0.0461 0.0333 0.0503 0.014
C -2.56830 0.60115 2.84937 0.0549 0.0886 -0.0731 -0.229
C -1.99666 -0.48057 3.47623 0.0756 -0.1783 0.0063 0.049
C -0.93808 -0.92021 2.68006 -0.0639 0.0926 0.0749 -0.182
N -0.83860 -0.07599 1.62189 -0.3499 -0.1521 0.2816 -0.039
N -1.86685 0.83481 1.73637 0.5468 -0.0915 -0.1885 0.045
B -2.14963 1.80446 0.59786 0.3729 0.2199 -0.1762 -0.503
N -2.24153 0.95893 -0.69653 0.6544 -0.2104 -0.0363 0.058
N -1.26101 0.01807 -1.06908 -0.9063 -0.1240 -0.4667 -0.047
C -1.80762 -0.66750 -2.16825 -0.1198 0.4801 0.2457 -0.138
C -2.98159 -0.03368 -2.50363 0.0521 -0.1824 -0.0809 0.050
C -3.23530 0.95456 -1.56279 0.0181 0.1021 0.0671 -0.214
C -4.40431 1.86307 -1.47479 -0.0991 0.0271 -0.0486 0.024
C -1.41697 -1.90578 -2.97132 -0.1087 0.0694 0.1162 -0.519
C -0.29062 -2.76294 -2.42808 0.1066 -0.1851 0.0456 -0.047
C -1.06609 -1.45202 -4.39696 -0.0245 -0.0812 -0.0205 -0.013
C -2.67051 -2.81187 -2.99950 0.0650 -0.0066 -0.1138 -0.026
N -0.97466 2.78201 0.43834 -0.5798 0.3969 0.1172 0.039
N 0.24382 2.28036 0.21172 0.2757 -0.8363 -0.0148 -0.065
C 1.14234 3.28280 0.07882 -0.2567 0.4434 -0.0424 -0.178
C 0.41064 4.46400 0.25343 -0.1690 -0.1023 -0.0314 0.048
C -0.91295 4.12083 0.46239 0.2068 -0.0880 0.0628 -0.218
C -2.09507 4.98677 0.70191 -0.0253 0.1151 0.0006 0.013
C 2.66084 3.38619 -0.16842 -0.0294 -0.0620 0.0246 -0.497
C 2.86017 4.32355 -1.37967 0.1290 0.0075 0.1402 -0.024
C 3.24432 4.04485 1.09819 0.0562 0.0284 -0.0481 -0.030
C 3.52259 2.14074 -0.45653 -0.1781 -0.1333 0.2476 -0.047
C -0.14582 -2.16772 3.04940 -0.1865 0.0845 -0.0408 -0.529
C 0.72008 -2.74049 1.93855 0.0343 -0.2231 -0.0764 -0.067
C 0.72106 -1.85204 4.27464 0.0215 -0.0287 0.0339 -0.021
C -1.16991 -3.26278 3.41260 0.0747 -0.0040 0.0282 -0.028
H -4.09709 1.08237 4.22678 -0.0083 -0.0027 0.0170 0.097
H -4.56986 1.29071 2.54232 -0.0058 -0.0069 -0.0211 0.096
H -3.50509 2.46838 3.30957 0.0020 0.0185 0.0006 0.093
H -2.33189 -0.92234 4.39504 -0.0245 -0.0167 0.0620 0.128
H -3.15266 2.40202 0.78314 -0.0931 -0.0119 -0.0146 0.124
H -3.62792 -0.28527 -3.32283 -0.0299 0.0328 -0.0415 0.132
H -5.06221 1.69919 -2.32395 -0.0089 -0.0088 0.0001 0.101
H -4.09058 2.90587 -1.47569 0.0136 0.0227 -0.0032 0.096
H -4.96449 1.68441 -0.55729 -0.0248 -0.0007 -0.0038 0.100
H 0.67435 -2.40795 -2.76864 0.1213 0.0123 -0.0017 0.056
H -0.40764 -3.77533 -2.81572 0.0493 0.0342 -0.0514 0.103
H -0.30284 -2.83702 -1.34550 -0.0711 -0.0097 0.1545 0.065
H -0.24299 -0.73481 -4.40110 0.0321 0.0232 0.0172 0.081
H -1.91667 -0.99187 -4.89686 -0.0069 0.0296 0.0011 0.095
H -0.76059 -2.31758 -4.98468 -0.0024 -0.0278 -0.0283 0.103
H -2.89613 -3.20138 -2.00618 0.0120 0.0213 0.0375 0.103
H -2.47437 -3.65751 -3.65790 0.0171 -0.0222 -0.0024 0.100
H -3.55315 -2.30290 -3.37318 -0.0201 -0.0408 -0.0370 0.078
H 0.80099 5.46254 0.22524 0.0130 0.1069 -0.0074 0.128
H -1.78385 6.02853 0.70523 -0.0241 0.0033 0.0095 0.097
H -2.56039 4.76482 1.66131 -0.0198 0.0040 0.0156 0.092
H -2.84460 4.86084 -0.07809 -0.0272 -0.0083 -0.0149 0.089
H 2.50458 5.33316 -1.19255 -0.0455 0.0303 0.0549 0.088
H 2.35654 3.94841 -2.26888 -0.0524 -0.0685 -0.0246 0.084
H 3.92606 4.39101 -1.59701 0.0388 0.0156 -0.0107 0.102
H 2.74343 4.97449 1.35705 -0.0462 0.0061 -0.0263 0.087
H 4.29684 4.26914 0.93132 0.0417 0.0170 0.0095 0.098
H 3.17686 3.38021 1.96166 -0.0140 -0.0545 0.0291 0.090
H 3.51782 1.86064 -1.50608 -0.0675 -0.0547 -0.0741 0.071
H 3.27869 1.26563 0.16082 0.1676 0.3509 -0.2177 0.040
H 4.55297 2.39298 -0.21243 0.0438 0.0511 -0.0561 0.100
H 1.67485 -2.23117 1.83958 0.1251 0.1137 0.0626 0.055
H 0.21117 -2.73607 0.97646 -0.1920 -0.0106 -0.0109 0.058
H 0.94099 -3.78305 2.17195 0.0816 0.0477 0.0427 0.105
H 1.41200 -1.02846 4.08210 0.0265 0.0363 -0.0387 0.080
H 1.31416 -2.72532 4.54504 0.0023 -0.0434 0.0148 0.101
H 0.11188 -1.57962 5.13532 -0.0184 0.0151 -0.0020 0.096
H -1.76477 -3.54818 2.54428 -0.0147 0.0176 -0.0259 0.101
H -1.84897 -2.95576 4.20218 -0.0017 0.0017 0.0392 0.081
H -0.63688 -4.14542 3.76466 0.0215 -0.0217 -0.0047 0.099
N 1.76347 0.30978 1.22276 0.4211 0.1752 0.3433 -0.041
N 1.59067 -1.37333 -0.55365 0.5380 -2.3949 -0.1498 -0.056
C 2.10422 -0.88359 -1.65040 -0.1335 0.3461 -0.8380 -0.516
N 2.95979 -1.37709 -2.52737 -0.1135 -0.0810 0.3101 0.253
N 1.48530 0.33510 -1.71346 0.0820 0.6124 0.2849 -0.059
N 1.39365 1.17209 -2.78829 -0.1976 0.3522 -0.1815 -0.422
O 2.15244 0.98967 -3.71170 0.4018 -0.2970 -0.2441 0.106
O 0.54929 2.02477 -2.70718 -0.1430 0.1495 0.0172 0.107
H 1.68974 0.83980 2.08200 0.1859 0.3596 0.1559 0.095
H 2.51684 -0.36100 1.17167 0.2264 -0.2498 0.3993 0.062
H 1.78377 -2.33290 -0.30009 -0.1777 0.0550 0.0661 0.094
H 3.32083 -2.30949 -2.39893 0.0492 0.0165 -0.0983 0.147
H 3.18045 -0.85233 -3.36343 0.0212 0.0495 0.0815 0.124